54
Properties=species:S:1:pos:R:3:lowdin_charge:R:1 method="wB97M-V/def2-TZVPD" total_energy_ev=-34306.889 multiplicity=1 charge=+1 homo_ha=-0.455 e_above_lowest_ev=4.095 lumo_ev=-2.33 gap_ha=0.369
N 2.160 0.252 2.171 0.2113
C 2.318 1.376 1.183 -0.1511
C 1.762 0.936 -0.174 -0.2075
N 0.307 0.868 0.083 -0.0325
C -0.316 2.111 -0.416 -0.1611
C -1.690 2.167 0.173 -0.1858
O -1.996 2.854 1.119 0.0056
H 2.470 -0.537 1.610 0.1436
H 1.162 0.121 2.295 0.1146
H 2.787 0.548 2.923 0.1778
H 1.945 2.439 1.365 0.1391
H 3.372 1.582 1.036 0.1200
H 2.013 -0.036 -0.651 0.1312
H 2.252 1.715 -0.850 0.1265
H -0.124 0.048 -0.334 0.0871
H 0.194 3.082 -0.237 0.1263
H -0.404 1.995 -1.558 0.1478
H -2.308 1.369 -0.214 0.1128
H 0.686 5.003 1.885 0.0815
H -0.616 3.987 1.940 -0.0016
O 0.300 4.139 2.168 -0.0701
H 0.703 -0.533 -4.889 0.0739
H -0.676 -1.293 -4.533 0.0250
O 0.276 -1.332 -4.564 -0.0246
H 0.150 -1.673 4.616 0.0387
H 0.962 -2.065 3.456 -0.0008
O 0.823 -1.308 4.053 -0.0806
H 3.381 0.664 -3.714 0.0498
H 2.461 1.792 -4.070 0.0362
O 2.863 1.373 -3.306 -0.0540
H -2.426 -0.823 -2.465 -0.0031
H -2.880 -0.416 -3.851 0.0648
O -2.098 -0.581 -3.323 -0.0271
H -2.924 0.670 2.027 0.0678
H -2.029 -0.607 1.611 0.0778
O -2.815 -0.067 1.403 -0.0543
H -0.269 -2.526 -1.357 -0.0153
H -1.688 -2.032 -1.111 0.0041
O -0.843 -2.221 -0.645 -0.0778
H -0.034 -2.781 1.324 0.0391
H 1.428 -2.705 1.215 0.0103
O 0.714 -2.403 1.792 -0.0687
H -1.883 2.661 2.579 -0.0316
H -0.772 2.567 3.678 0.0332
O -1.338 2.076 3.100 -0.0508
H -3.238 -2.461 -0.132 0.0597
H -3.370 -0.979 0.063 0.0131
O -3.338 -1.656 -0.635 -0.0557
H 1.735 -2.921 -1.098 0.0053
H 2.150 -4.107 -0.214 0.0504
O 2.332 -3.184 -0.347 -0.0655
H 0.618 -2.278 -3.304 0.0273
H 0.409 -3.693 -2.807 0.1081
O 0.950 -2.896 -2.583 -0.0902

=====

55
Properties=species:S:1:pos:R:3:lowdin_charge:R:1 method="wB97M-V/def2-TZVPD" total_energy_ev=-34880.612 multiplicity=2 s2=0.7506 charge=0 homo_ha="-0.087 / -0.359" e_above_lowest_ev=3.626 lumo_ev="-0.09 / -0.23" gap_ha="0.084 / 0.350"
C 0.311 -0.418 -0.676 -0.0158
C 0.213 -0.270 0.917 -0.2592
C 0.396 -1.596 1.515 -0.1709
C 0.232 -1.719 3.109 -0.2510
O -0.036 -0.737 3.743 -0.0127
N -1.262 0.207 1.162 0.2137
H -0.702 -0.355 -1.099 0.0481
H 0.761 -1.602 -0.916 0.1339
H 1.034 0.219 -1.003 0.0154
H 0.797 0.481 1.367 0.1246
H 1.384 -1.990 1.185 0.0994
H -0.365 -2.416 1.300 0.1021
H 0.356 -2.701 3.402 0.1028
H -1.463 0.922 0.439 0.1549
H -1.394 0.629 2.052 0.0544
H -1.749 -0.611 1.201 0.0270
H -1.387 -1.243 -4.384 0.0708
H -0.455 -0.526 -3.375 0.0355
O -1.107 -1.263 -3.447 -0.0957
H 0.269 -4.564 -1.567 0.0570
H 1.214 -3.750 -2.313 0.0527
O 0.815 -3.755 -1.407 -0.1131
H -3.834 -1.314 -2.825 0.1415
H -2.442 -1.124 -2.120 -0.0523
O -3.289 -0.712 -2.118 -0.1671
H 0.276 2.070 -2.349 -0.0009
H -0.048 1.570 -3.764 -0.0074
O 0.657 1.777 -3.170 -0.0612
H 0.966 4.619 0.214 0.0711
H 1.789 3.813 1.231 0.0020
O 0.908 4.109 1.079 -0.0792
H -2.909 -2.175 1.103 -0.0174
H -2.639 -2.217 2.455 0.0624
O -2.127 -2.370 1.585 -0.2251
H -2.582 0.612 -3.019 -0.0313
H -2.357 1.962 -2.329 -0.0238
O -2.061 1.411 -3.058 -0.1056
H 0.364 0.787 3.917 0.0501
H 1.143 2.133 3.726 -0.0017
O 0.284 1.843 3.942 -0.1025
H -1.783 3.899 -2.380 0.0441
H -3.121 3.905 -1.478 0.1429
O -2.140 3.506 -1.570 -0.1198
H -1.714 1.737 3.382 0.0100
H -1.341 2.920 2.507 0.0916
O -2.030 2.168 2.588 -0.1188
H 3.071 -1.986 -0.157 -0.0085
H 3.846 -0.774 -0.898 0.0045
O 3.741 -1.312 -0.049 -0.1018
H 3.028 -1.853 2.747 0.0903
H 2.978 -0.839 4.023 0.1645
O 2.384 -1.566 3.477 -0.1214
H 4.092 -0.332 -3.201 0.0648
H 4.641 0.856 -2.369 0.0641
O 4.385 -0.066 -2.326 -0.0317

=====

60
Properties=species:S:1:pos:R:3:lowdin_charge:R:1 method="wB97M-V/def2-TZVPD" total_energy_ev=-39031.655 multiplicity=1 charge=0 homo_ha=-0.375 e_above_lowest_ev=3.063 lumo_ev=-0.11 gap_ha=0.370
C 1.845 -2.566 2.242 -0.2966
N 1.781 -2.497 0.888 0.0756
C 3.692 -0.893 0.524 -0.0495
C 2.868 -2.071 -0.015 -0.3577
C 2.295 -1.682 -1.380 -0.0375
O 2.747 -2.068 2.898 -0.0153
H 1.005 -3.169 2.609 0.1283
H 0.904 -2.714 0.458 0.0919
H 3.089 -0.180 1.077 0.0527
H 4.216 -0.354 -0.258 0.0816
H 4.403 -1.262 1.260 0.0750
H 3.549 -2.911 -0.133 0.1361
H 1.328 -1.206 -1.194 0.0549
H 2.880 -0.857 -1.772 0.0755
H 2.149 -2.424 -2.160 0.0827
H -1.671 -3.816 1.784 0.0752
H -0.999 -3.086 0.576 0.0066
O -1.430 -2.957 1.427 -0.0402
H 2.437 -0.394 3.295 0.0106
H 3.475 0.365 4.094 0.0644
O 2.543 0.406 3.857 -0.0613
H -0.408 1.123 -0.432 0.0387
H -0.601 -0.237 -1.178 0.0146
O -0.962 0.332 -0.489 -0.0426
H -3.323 -0.094 -2.026 0.0052
H -4.255 -1.441 -2.183 0.0355
O -3.510 -0.917 -2.477 -0.0507
H -2.575 1.396 -0.481 -0.0201
H -2.550 2.416 -1.522 0.0155
O -2.964 2.271 -0.656 -0.0756
H -2.988 -2.486 0.604 0.0155
H -4.356 -2.451 0.693 0.0646
O -3.736 -2.715 -0.009 -0.0894
H 2.186 2.626 -1.226 0.0032
H 1.235 2.424 -2.518 0.0058
O 2.083 2.692 -2.183 -0.0506
H 1.818 1.629 1.724 0.0016
H 1.115 2.704 0.867 0.0082
O 1.496 1.821 0.834 -0.0691
H -1.111 4.541 1.573 0.0434
H -2.137 4.225 0.407 0.0243
O -1.321 4.682 0.647 -0.0532
H -2.353 -3.096 -1.353 0.0309
H -1.585 -4.236 -2.023 0.0829
O -1.488 -3.546 -1.358 -0.0542
H -1.551 -1.846 -3.494 0.0202
H -0.667 -2.232 -2.347 -0.0224
O -0.637 -1.770 -3.199 -0.0769
H 0.995 5.237 -0.878 0.0439
H 0.774 4.967 0.596 0.0038
O 1.436 4.883 -0.100 -0.0577
H -1.081 1.164 -2.945 0.0358
H -2.140 1.448 -4.064 0.0723
O -2.008 1.340 -3.120 -0.0356
H 2.320 3.258 3.329 0.0517
H 1.523 1.943 3.632 0.0156
O 1.474 2.825 3.216 -0.0744
H -3.681 -0.139 0.955 0.0081
H -3.418 1.101 1.591 0.0238
O -4.156 0.495 1.515 -0.0450

=====

10
Properties=species:S:1:pos:R:3:lowdin_charge:R:1 method="wB97M-V/def2-TZVPD" total_energy_ev=-88247.601 multiplicity=1 charge=0 homo_ha="-0.349 / -0.317" e_above_lowest_ev=1.831 lumo_ev="-0.80 / -1.58" gap_ha="0.320 / 0.259"
C 0.216 1.870 0.504 -0.2706
C -0.079 -0.400 -0.776 -0.2774
C 0.751 0.885 -0.346 -0.0283
C -0.650 -1.379 0.311 -1.1271
N -0.235 2.822 0.983 0.1584
Cl -1.985 -1.113 1.326 0.6210
Br 0.656 -2.655 0.970 0.6125
H -1.080 -0.052 -1.147 0.1090
H 0.579 -1.030 -1.434 0.1022
H 1.827 1.053 -0.390 0.1003